# 1
The following is a DFT calculation (the ωB97M-V functional and the def2-TZVPD basis) of a 2-piece molecular cluster, CH3F2N4 overall at a distorted geometry.

The energy above the lowest of the compared OMol25 structures with the same formula, charge and spin is 9.4 kcal/mol. As for the charge: +1. For the orbital gap (spin up / spin down), the calculation gives 8.67 / 8.67 eV.

Structure (XYZ):
```
10
Properties=species:S:1:pos:R:3:lowdin_charge:R:1
C -0.201 -0.466 0.231 -0.02
N -1.589 1.309 -0.459 0.33
N 0.781 0.093 0.951 0.10
N -1.031 0.299 -0.357 0.11
N 1.793 0.654 0.964 0.15
F 2.315 -1.545 -0.695 -0.05
F 2.187 1.252 -0.277 -0.04
H -0.433 -1.443 0.359 0.14
H -1.704 1.767 -1.375 0.17
H 2.978 -1.648 -0.057 0.10
```



# 2
The following is a DFT calculation (the ωB97M-V functional and the def2-TZVPD basis) of an isolated ion of composition C16H25I2N4O2 and charge +1 at a distorted geometry.

The energy above the lowest of the compared OMol25 structures with the same formula, charge and spin is 0.0 kcal/mol. As for the charge: +1. For the orbital gap, the calculation gives 7.82 eV.

Structure (XYZ):
```
49
Properties=species:S:1:pos:R:3:lowdin_charge:R:1
C -3.337 3.963 -0.520 -0.20
C -2.371 2.786 -0.506 -0.84
I -1.548 2.592 1.467 0.94
C -2.987 1.493 -1.041 -0.74
I -4.743 0.875 -0.014 1.00
C -1.960 0.366 -1.159 -0.41
N -1.288 0.470 -2.506 0.18
C -0.351 -0.476 -2.709 -0.36
N 0.658 -0.273 -3.544 0.24
N -0.432 -1.662 -2.055 0.17
C -1.592 -1.957 -1.130 -0.25
C -1.071 -2.387 0.255 -0.11
C -1.356 -1.449 1.430 -0.18
C -0.552 -1.842 2.692 -0.21
N 0.696 -1.108 2.835 -0.05
C 1.891 -1.668 2.198 -0.15
C 2.634 -0.626 1.395 -0.14
C 2.006 0.001 0.322 -0.05
C 2.630 0.992 -0.416 -0.10
C 3.924 1.378 -0.085 -0.08
C 4.571 0.764 0.968 0.00
C 3.940 -0.239 1.695 -0.26
O 4.602 -0.811 2.761 0.04
O -2.522 -0.900 -1.129 -0.09
H -2.804 4.883 -0.291 0.08
H -4.121 3.834 0.224 0.04
H -3.792 4.051 -1.510 0.09
H -1.524 3.043 -1.149 0.07
H -3.313 1.732 -2.058 0.09
H -1.166 0.501 -0.421 0.08
H -0.940 1.407 -2.689 0.15
H 1.328 -0.994 -3.756 0.14
H 0.808 0.632 -3.958 0.14
H -0.353 -2.417 -2.730 0.17
H -2.113 -2.801 -1.580 0.16
H -1.539 -3.346 0.490 0.13
H -0.004 -2.585 0.149 0.10
H -1.058 -0.427 1.212 0.02
H -2.425 -1.474 1.649 0.11
H -0.328 -2.911 2.693 0.12
H -1.177 -1.642 3.564 0.11
H 0.573 -0.140 2.572 0.09
H 2.565 -2.055 2.963 0.11
H 1.633 -2.502 1.537 0.11
H 0.994 -0.314 0.082 0.08
H 2.105 1.478 -1.230 0.08
H 4.409 2.169 -0.642 0.11
H 5.575 1.063 1.240 0.12
H 5.224 -1.470 2.435 0.12
```



# 3
The following is a DFT calculation (the ωB97M-V functional and the def2-TZVPD basis) of C4H15InNO11P2 as an isolated structure at a distorted geometry.

The energy above the lowest of the compared OMol25 structures with the same formula, charge and spin is 0.0 kcal/mol. As for the charge: -3. For the orbital gap, the calculation gives 3.37 eV.

Structure (XYZ):
```
34
Properties=species:S:1:pos:R:3:lowdin_charge:R:1
In -10.909 -33.418 -4.851 0.83
P -8.527 -30.986 -5.899 -0.12
O -8.918 -29.637 -5.245 -0.33
O -9.695 -31.609 -6.687 -0.48
O -8.408 -31.880 -4.591 -0.26
O -7.205 -30.881 -6.652 -0.45
P -10.614 -32.422 -1.871 -0.14
O -10.820 -33.866 -2.414 -0.56
O -11.581 -32.109 -0.735 -0.46
O -10.786 -31.494 -3.133 -0.34
O -9.141 -32.106 -1.517 -0.35
C -14.109 -31.391 -8.388 -0.10
C -13.166 -32.240 -7.536 -0.42
C -12.067 -32.843 -8.389 -0.28
O -11.427 -33.881 -7.765 -0.29
C -10.545 -34.580 -8.564 -0.14
N -12.575 -31.508 -6.360 0.05
H -13.657 -30.726 -9.133 0.07
H -14.874 -30.865 -7.812 0.06
H -14.738 -32.059 -9.011 0.06
H -13.780 -33.060 -7.135 0.12
H -11.322 -32.090 -8.690 0.13
H -12.564 -33.162 -9.332 0.12
H -10.207 -33.975 -9.423 0.08
H -11.005 -35.487 -8.993 0.07
H -9.616 -34.805 -8.039 0.09
H -13.314 -30.905 -5.996 0.07
H -11.978 -30.888 -6.924 0.07
O -13.467 -32.785 -3.552 -0.10
H -13.640 -33.295 -2.750 0.04
H -14.271 -32.283 -3.722 0.02
O -13.226 -35.181 -5.536 -0.12
H -13.919 -35.372 -4.890 0.02
H -13.222 -35.930 -6.147 0.02
```



# 4
The following is a DFT calculation (the ωB97M-V functional and the def2-TZVPD basis) of a 2-piece molecular cluster, C14H29F3N2O overall at a distorted geometry.

For the orbital gap, the calculation gives 1.55 eV.

Structure (XYZ):
```
49
Properties=species:S:1:pos:R:3:lowdin_charge:R:1
C 7.705 -1.697 -2.004 -0.35
N 6.960 -1.320 -3.250 -0.26
C 6.133 -0.136 -2.888 -0.37
C 4.582 -0.509 -2.882 -0.23
O 4.154 -1.196 -1.675 -0.16
C 3.137 -2.144 -1.923 -0.13
C 1.672 -1.539 -1.985 -0.43
F 1.156 -1.145 -0.751 0.06
F 0.820 -2.549 -2.496 0.04
F 1.525 -0.465 -2.855 0.08
H 8.220 -2.680 -2.236 0.04
H 8.508 -0.919 -1.728 0.04
H 6.999 -1.844 -1.117 0.04
H 6.320 0.650 -3.707 0.08
H 6.490 0.251 -1.867 0.09
H 4.349 -1.112 -3.810 0.11
H 3.945 0.447 -2.955 0.10
H 3.180 -2.892 -1.061 0.15
H 3.309 -2.771 -2.861 0.15
C -2.360 -2.091 -0.169 -0.09
C -2.417 -0.607 -0.501 -0.25
C -1.622 0.281 0.461 -0.18
C -2.053 0.306 1.919 -0.09
N -3.391 0.994 2.252 -0.23
C -3.167 2.010 3.384 -0.10
C -2.717 3.253 2.653 -0.15
C -3.643 3.306 1.454 -0.14
C -4.024 1.858 1.156 -0.08
C -4.373 -0.054 2.722 0.02
H -2.818 -2.310 0.799 0.06
H -2.896 -2.664 -0.928 0.08
H -1.327 -2.448 -0.149 0.08
H -3.467 -0.307 -0.557 0.09
H -2.003 -0.463 -1.503 0.12
H -1.574 1.303 0.070 0.12
H -0.585 -0.071 0.444 0.12
H -1.279 0.828 2.485 0.13
H -2.092 -0.705 2.330 0.13
H -4.128 2.169 3.879 0.14
H -2.446 1.612 4.097 0.14
H -1.678 3.156 2.325 0.12
H -2.788 4.149 3.270 0.13
H -3.169 3.783 0.595 0.13
H -4.543 3.881 1.684 0.12
H -3.705 1.545 0.169 0.10
H -5.107 1.734 1.213 0.13
H -3.947 -0.555 3.592 0.11
H -4.536 -0.758 1.907 0.11
H -5.306 0.435 2.998 0.11
```



# 5
The following is a DFT calculation (the ωB97M-V functional and the def2-TZVPD basis) of C28H36As2FeSi as an isolated structure at a distorted geometry.

The energy above the lowest of the compared OMol25 structures with the same formula, charge and spin is 66.7 kcal/mol. As for the spin multiplicity: 5. For the orbital gap (spin up / spin down), the calculation gives 5.83 / 5.65 eV.

Structure (XYZ):
```
68
Properties=species:S:1:pos:R:3:lowdin_spin:R:1
C -0.299 2.490 0.760 0.05
C -1.280 2.168 -0.244 0.04
C -2.543 1.959 0.419 0.03
H -1.132 2.215 -1.324 0.00
C -2.343 2.195 1.828 0.06
C -0.959 2.490 2.036 0.06
H -0.526 2.777 2.983 0.00
H 0.703 2.855 0.566 0.00
H -3.519 1.814 -0.053 0.00
H -3.132 2.310 2.556 0.00
Fe -1.146 0.455 1.088 2.51
C -1.027 -0.855 -0.167 0.12
H -2.088 -0.636 0.216 0.02
H -0.560 -1.697 0.343 0.00
H -1.142 -0.990 -1.249 0.02
Si 1.110 0.355 -3.375 0.56
C 2.438 -0.703 -4.182 0.08
C 3.515 0.049 -4.719 0.03
H 3.359 1.122 -4.916 0.00
C 4.771 -0.522 -4.930 0.00
H 5.630 0.109 -5.177 0.00
C 4.924 -1.912 -4.771 0.03
H 5.913 -2.365 -4.946 0.00
C 3.847 -2.689 -4.344 0.00
H 3.958 -3.780 -4.254 0.00
C 2.621 -2.089 -3.996 0.03
H 1.814 -2.676 -3.568 0.00
C -0.630 0.567 -3.964 0.11
C -0.681 1.311 -5.175 0.02
H 0.070 1.136 -5.935 0.00
C -1.659 2.287 -5.329 0.01
H -1.649 2.964 -6.180 0.00
C -2.658 2.466 -4.355 0.00
H -3.359 3.310 -4.399 0.00
C -2.759 1.553 -3.316 0.00
H -3.578 1.598 -2.603 0.00
C -1.811 0.539 -3.181 0.01
H -1.988 -0.252 -2.472 0.00
H -0.293 0.079 -0.114 0.03
H 1.610 1.620 -3.623 0.06
C -2.308 -2.847 2.162 0.01
As -2.072 -0.946 2.597 0.01
C -3.774 -0.412 3.323 0.01
C -0.733 -0.808 4.059 -0.01
C -1.163 -0.894 5.381 0.00
C -0.239 -0.676 6.415 0.00
C 1.097 -0.396 6.115 0.00
C 1.534 -0.283 4.779 0.00
C 0.605 -0.467 3.758 -0.01
As 1.092 -0.064 1.859 0.04
C 2.741 1.003 1.967 0.03
C 1.964 -1.721 1.234 0.01
H -2.612 -2.943 1.117 0.00
H -3.093 -3.247 2.809 0.00
H -1.374 -3.391 2.324 0.00
H -3.932 -0.920 4.275 0.00
H -3.791 0.671 3.448 0.00
H -4.525 -0.712 2.589 0.00
H -2.204 -1.127 5.611 0.00
H -0.569 -0.725 7.458 0.00
H 1.818 -0.246 6.917 0.00
H 2.569 -0.029 4.543 0.00
H 3.574 0.311 2.183 0.00
H 2.875 1.468 0.979 0.00
H 2.626 1.756 2.756 0.00
H 2.820 -1.876 1.902 0.00
H 1.252 -2.548 1.303 0.00
H 2.299 -1.559 0.201 0.00
```